This record from the Open Molecules 2025 dataset describes a 12-piece molecular cluster, C42H80N12O14 overall in a non-equilibrium geometry. The level of theory is the ωB97M-V functional and the def2-TZVPD basis.

CARTESIAN COORDINATES (ANGSTROEM)
O1 -5.278 -0.046 10.761
N1 -4.419 0.565 10.151
O2 -3.267 0.180 9.987
C1 -4.802 1.840 9.543
C2 -5.904 2.507 10.050
C3 -6.174 3.786 9.616
C4 -5.410 4.367 8.610
C5 -4.308 3.684 8.109
C6 -4.085 2.374 8.491
H1 -6.480 2.027 10.829
H2 -6.987 4.350 10.055
H3 -5.692 5.321 8.186
H4 -3.681 4.189 7.387
H5 -3.248 1.807 8.099
O3 -4.616 3.343 16.763
N2 -4.861 3.417 15.581
O4 -5.912 3.214 15.022
C7 -3.678 3.672 14.731
C8 -3.767 3.355 13.394
C9 -2.662 3.390 12.551
C10 -1.455 3.810 13.098
C11 -1.365 4.145 14.436
C12 -2.438 3.954 15.289
H6 -4.683 2.930 13.002
H7 -2.762 3.113 11.516
H8 -0.557 3.893 12.500
H9 -0.408 4.367 14.894
H10 -2.301 3.986 16.362
C13 0.288 0.782 16.982
N3 -0.870 1.455 17.504
C14 -2.112 1.036 16.893
C15 -0.766 2.488 18.374
O5 -1.638 3.253 18.679
H11 0.684 1.244 16.073
H12 0.056 -0.273 16.846
H13 1.135 0.773 17.678
H14 -2.341 0.005 17.183
H15 -2.994 1.574 17.236
H16 -2.093 1.091 15.803
H17 0.290 2.543 18.693
C16 -9.481 5.271 13.342
N4 -8.982 4.023 13.872
C17 -9.230 3.775 15.274
C18 -8.442 3.062 13.080
O6 -8.441 3.152 11.858
H18 -10.572 5.225 13.382
H19 -9.148 5.508 12.339
H20 -9.120 6.098 13.959
H21 -10.265 4.057 15.517
H22 -9.154 2.735 15.575
H23 -8.637 4.429 15.920
H24 -8.023 2.228 13.658
C19 4.960 3.878 13.914
N5 3.649 3.648 13.350
C20 3.314 2.260 13.123
C21 2.828 4.633 12.957
O7 1.704 4.469 12.490
H25 5.709 3.427 13.257
H26 5.045 3.396 14.885
H27 5.179 4.942 13.956
H28 4.063 1.769 12.504
H29 3.253 1.745 14.094
H30 2.301 2.125 12.752
H31 3.214 5.658 13.076
C22 -3.117 6.192 18.282
N6 -3.799 6.105 19.546
C23 -3.525 7.169 20.487
C24 -4.238 4.912 20.008
O8 -4.712 4.749 21.105
H32 -3.264 5.305 17.684
H33 -2.055 6.390 18.470
H34 -3.477 7.047 17.698
H35 -2.446 7.204 20.671
H36 -3.671 8.128 19.978
H37 -4.185 7.047 21.331
H38 -4.147 4.072 19.308
C25 0.572 1.817 9.763
N7 0.093 2.932 8.975
C26 -0.425 4.096 9.680
C27 0.088 2.898 7.631
O9 -0.351 3.784 6.927
H39 0.049 1.694 10.709
H40 1.613 2.023 10.055
H41 0.608 0.898 9.186
H42 0.164 4.229 10.588
H43 -0.258 5.002 9.105
H44 -1.472 3.917 9.897
H45 0.505 2.008 7.139
C28 -8.122 3.036 18.232
N8 -7.380 2.648 19.393
C29 -6.601 1.437 19.293
C30 -7.592 3.238 20.595
O10 -7.129 2.935 21.664
H46 -7.530 2.774 17.352
H47 -8.443 4.073 18.235
H48 -9.043 2.445 18.072
H49 -6.114 1.168 20.224
H50 -7.266 0.626 18.976
H51 -5.826 1.591 18.536
H52 -8.277 4.107 20.533
C31 -7.224 -1.527 16.445
N9 -5.966 -0.922 16.097
C32 -4.728 -1.560 16.521
C33 -5.918 0.122 15.240
O11 -4.858 0.503 14.798
H53 -7.396 -2.480 15.935
H54 -8.067 -0.880 16.202
H55 -7.278 -1.716 17.522
H56 -4.597 -1.261 17.566
H57 -4.821 -2.642 16.423
H58 -3.867 -1.248 15.949
H59 -6.897 0.560 15.017
C34 -0.119 7.188 11.850
N10 0.469 8.475 11.546
C35 -0.310 9.572 12.074
C36 1.572 8.635 10.784
O12 2.042 9.719 10.511
H60 -0.198 7.039 12.934
H61 0.490 6.370 11.472
H62 -1.146 7.141 11.480
H63 0.025 10.540 11.717
H64 -1.360 9.441 11.799
H65 -0.262 9.574 13.168
H66 2.036 7.686 10.476
C37 2.944 4.006 17.836
N11 2.095 5.139 18.118
C38 0.975 5.357 17.231
C39 2.418 6.023 19.112
O13 1.761 7.018 19.367
H67 3.180 3.884 16.775
H68 2.402 3.066 18.032
H69 3.826 4.053 18.468
H70 0.426 6.251 17.515
H71 1.358 5.623 16.236
H72 0.336 4.479 17.242
H73 3.317 5.708 19.668
C40 -6.162 6.673 13.625
N12 -5.040 7.482 13.183
C41 -3.810 6.788 12.862
C42 -5.126 8.837 13.214
O14 -6.135 9.459 13.451
H74 -6.405 6.035 12.764
H75 -7.028 7.269 13.870
H76 -5.845 6.026 14.445
H77 -3.491 6.239 13.755
H78 -4.021 6.086 12.046
H79 -2.997 7.418 12.513
H80 -4.145 9.299 13.002

Atoms 1-6, force components in eV/Å:
0.41 0.17 -0.02
-0.03 -0.65 -0.40
-0.44 0.24 0.14
-0.69 0.50 -0.32
0.34 -0.41 0.83
-0.41 0.48 -0.35

- frontier orbital gap (eV) = 7.89
- HOMO level (hartree) = -0.318
- SMILES = O=[N+]([O-])c1ccccc1.O=[N+]([O-])c1ccccc1.CN(C)C=O.CN(C)C=O.CN(C)C=O.CN(C)C=O.CN(C)C=O.CN(C)C=O.CN(C)C=O.CN(C)C=O.CN(C)C=O.CN(C)C=O
- energy relative to the best compared isomer or geometry (same formula, charge and spin) (kJ/mol) = 0.0
- total energy (eV) = -91392.03092
- LUMO (eV) = -0.8

=====

This record from the Open Molecules 2025 dataset describes C42H83AgBCl4F4N8O4 as an isolated structure in a non-equilibrium geometry. The level of theory is the ωB97M-V functional and the def2-TZVPD basis.

CARTESIAN COORDINATES (ANGSTROEM)
Ag1 13.852 17.934 16.841
C1 10.896 15.406 16.703
C2 10.863 16.860 17.160
C3 11.264 16.986 18.627
O1 11.562 17.385 16.139
H1 10.386 15.211 15.761
H2 10.540 14.680 17.440
H3 11.943 15.072 16.607
H4 9.774 17.119 17.044
H5 11.353 18.019 18.985
H6 12.186 16.496 18.915
H7 10.412 16.539 19.110
B1 12.609 20.774 17.119
F1 13.146 20.025 16.006
F2 13.533 21.729 17.548
F3 11.426 21.321 16.663
F4 12.379 19.844 18.054
C4 8.341 16.586 12.742
Cl1 7.976 15.198 13.795
Cl2 8.599 16.157 11.091
H8 7.515 17.252 12.767
H9 9.269 17.046 13.106
C5 14.740 20.267 19.884
Cl3 15.467 19.980 21.483
Cl4 15.896 19.813 18.567
H10 13.844 19.705 19.802
H11 14.658 21.341 19.714
C6 9.617 22.302 23.609
C7 8.618 21.070 23.652
C8 7.571 21.101 22.590
C9 8.044 20.774 21.247
C10 8.722 19.388 21.171
C11 9.756 19.274 22.290
N1 9.123 19.682 23.632
O2 10.202 19.634 24.597
C12 10.099 17.857 22.482
C13 11.051 20.009 21.695
C14 7.893 21.398 24.997
H12 9.010 23.189 23.793
H13 9.920 22.389 22.608
H14 10.416 22.344 24.351
H15 6.845 20.283 22.819
H16 7.026 22.072 22.555
H17 8.792 21.534 20.877
H18 7.242 20.829 20.525
H19 9.108 19.069 20.176
H20 7.960 18.645 21.413
H21 10.303 17.444 21.470
H22 10.992 17.755 23.080
H23 9.272 17.278 22.887
H24 11.956 19.823 22.289
H25 11.203 19.507 20.729
H26 10.966 21.105 21.497
H27 7.102 20.633 25.160
H28 7.455 22.384 24.869
H29 8.591 21.451 25.805
H30 9.772 19.076 25.311
C15 14.742 17.303 11.755
C16 13.752 16.194 11.326
C17 13.858 16.056 9.806
C18 13.184 14.799 9.301
C19 13.737 13.590 10.043
C20 13.667 13.702 11.575
N2 14.226 14.980 12.004
O3 13.998 15.163 13.415
C21 12.189 13.293 11.965
C22 14.532 12.532 12.093
C23 12.336 16.825 11.711
H31 14.757 17.374 12.886
H32 14.477 18.267 11.324
H33 15.778 17.052 11.512
H34 13.563 16.982 9.385
H35 14.954 15.973 9.560
H36 13.329 14.678 8.188
H37 12.111 14.914 9.439
H38 14.795 13.521 9.756
H39 13.216 12.675 9.732
H40 11.906 12.305 11.572
H41 12.162 13.297 13.053
H42 11.551 14.032 11.544
H43 14.504 12.391 13.207
H44 14.173 11.564 11.660
H45 15.621 12.675 11.864
H46 11.517 16.267 11.261
H47 12.406 17.795 11.206
H48 12.148 17.013 12.777
H49 13.032 15.127 13.440
C24 16.298 11.802 19.884
C25 15.906 10.968 18.614
C26 15.354 9.640 19.141
C27 14.626 8.832 18.127
C28 13.468 9.641 17.620
C29 13.951 10.919 16.941
N3 14.761 11.646 17.943
O4 15.220 12.912 17.349
C30 14.756 10.596 15.619
C31 12.720 11.755 16.501
C32 17.186 10.691 17.799
H50 15.497 11.992 20.583
H51 16.703 12.767 19.598
H52 16.955 11.188 20.432
H53 16.211 9.068 19.550
H54 14.647 9.920 19.919
H55 14.169 7.942 18.630
H56 15.295 8.393 17.355
H57 12.757 9.870 18.413
H58 12.926 9.140 16.815
H59 15.189 11.551 15.354
H60 15.526 9.792 15.737
H61 14.043 10.386 14.854
H62 12.028 12.062 17.298
H63 13.023 12.599 15.866
H64 12.119 11.027 15.863
H65 17.585 11.494 17.177
H66 17.055 9.783 17.192
H67 17.971 10.476 18.521
H68 14.830 13.599 17.878
C33 16.993 16.624 19.634
C34 15.564 16.561 19.405
N4 14.541 16.336 18.944
H69 17.262 16.150 20.580
H70 17.288 17.663 19.621
H71 17.519 16.164 18.780
C35 8.124 21.998 17.460
C36 7.052 21.839 16.496
N5 6.265 21.786 15.645
H72 7.895 22.963 17.947
H73 9.063 22.117 16.906
H74 8.163 21.169 18.178
C37 9.644 13.769 23.115
C38 8.960 13.295 21.916
N6 8.484 12.915 20.942
H75 9.146 13.403 24.031
H76 9.631 14.885 23.073
H77 10.691 13.488 23.202
C39 6.784 11.766 18.405
C40 7.769 12.635 17.699
N7 8.541 13.219 17.061
H78 6.524 10.863 17.795
H79 5.839 12.385 18.624
H80 7.180 11.480 19.378
C41 16.516 14.594 15.148
C42 16.042 15.870 15.624
N8 15.585 16.796 16.057
H81 15.917 14.369 14.228
H82 16.301 13.886 15.949
H83 17.563 14.662 14.863

Atoms 1-6, force components in eV/Å:
-0.13 0.16 -0.12
0.99 -2.11 -0.05
-1.76 -0.35 0.17
0.03 0.84 -0.30
0.98 1.03 0.03
-0.07 0.22 0.13

- frontier orbital gap (spin up / spin down) (eV) = 9.19 / 7.63
- HOMO level (spin up / spin down) (hartree) = -0.332 / -0.332
- 2S+1 = 2
- total energy (eV) = -130644.86897
- expectation value of S² = 0.754
- LUMO (spin up / spin down) (eV) = 0.2 / -1.4

=====

This record from the Open Molecules 2025 dataset describes a 14-piece molecular cluster, C42H83BBr26Cl2FN3O8PS3 overall in a non-equilibrium geometry. The level of theory is the ωB97M-V functional and the def2-TZVPD basis.

CARTESIAN COORDINATES (ANGSTROEM)
C1 -7.556 -3.663 -0.170
C2 -8.234 -2.445 0.753
B1 -7.501 -1.026 0.282
O1 -8.069 -0.430 -0.979
C3 -6.206 -0.343 1.099
S1 -6.520 -0.532 2.937
C4 -4.926 -1.308 0.733
S2 -4.920 -2.762 1.960
N1 -3.573 -0.666 0.816
C5 -2.817 -0.649 -0.488
C6 -1.764 -1.883 -0.712
C7 -2.312 -3.117 -1.637
C8 -2.797 -2.705 -3.146
S3 -1.777 -1.379 -3.985
O2 -2.348 0.076 -3.756
O3 -0.246 -1.469 -3.725
O4 -1.965 -1.645 -5.693
C9 -3.551 0.649 1.550
N2 -2.562 0.827 2.526
C10 -2.404 2.145 3.313
C11 -1.703 3.206 2.254
O5 -1.324 2.914 1.007
Cl1 -1.400 4.941 2.850
C12 -1.548 -0.252 2.912
P1 0.215 0.072 2.179
O6 1.097 -1.186 2.636
O7 0.863 1.445 3.079
O8 0.224 0.359 0.462
N3 -4.558 1.732 1.242
C13 -5.833 1.168 0.598
F1 -5.469 1.030 -0.865
C14 -7.054 2.255 0.629
Cl2 -7.673 2.741 2.300
C15 -6.431 3.652 -0.051
C16 -7.678 4.765 -0.085
H1 -6.833 -4.354 0.453
H2 -6.974 -3.147 -1.043
H3 -8.398 -4.354 -0.655
H4 -9.399 -2.404 0.502
H5 -8.162 -2.661 1.899
H6 -7.417 -0.543 -1.732
H7 -7.762 0.075 3.309
H8 -5.160 -1.789 -0.319
H9 -3.566 -3.149 1.994
H10 -3.604 -0.675 -1.382
H11 -2.269 0.405 -0.605
H12 -1.515 -2.319 0.357
H13 -0.750 -1.502 -1.164
H14 -1.516 -4.005 -1.665
H15 -3.255 -3.578 -1.075
H16 -2.697 -3.681 -3.826
H17 -3.947 -2.427 -3.180
H18 -2.734 -1.058 -5.957
H19 -3.454 2.519 3.708
H20 -1.664 2.032 4.231
H21 -1.929 -1.346 2.756
H22 -1.407 -0.128 4.091
H23 0.996 1.175 4.036
H24 1.073 -0.108 0.138
H25 -4.897 2.236 2.089
H26 -7.986 1.990 -0.027
H27 -5.616 4.133 0.654
H28 -6.073 3.500 -1.155
H29 -7.540 5.548 0.774
H30 -8.690 4.183 0.001
H31 -7.653 5.319 -1.123
Br1 -3.390 0.313 -8.078
C17 -1.639 1.146 -7.867
C18 -1.383 2.163 -8.955
Br2 -0.918 1.292 -10.638
H32 -0.902 0.339 -7.842
H33 -1.672 1.632 -6.886
H34 -0.516 2.782 -8.707
H35 -2.241 2.810 -9.156
Br3 1.602 4.421 -5.579
C19 2.693 2.864 -6.018
C20 3.253 2.966 -7.418
Br4 1.891 2.559 -8.753
H36 2.068 1.982 -5.862
H37 3.501 2.867 -5.279
H38 4.036 2.219 -7.574
H39 3.648 3.957 -7.657
Br5 -0.169 -1.369 5.738
C21 0.012 -3.160 6.492
C22 1.184 -3.894 5.881
Br6 0.756 -4.541 4.092
H40 -0.944 -3.667 6.343
H41 0.173 -3.001 7.563
H42 1.419 -4.792 6.460
H43 2.083 -3.278 5.792
Br7 1.740 -2.109 9.678
C23 0.895 -0.353 9.765
C24 -0.249 -0.345 10.753
Br8 -1.827 -1.220 10.012
H44 0.593 -0.093 8.748
H45 1.688 0.328 10.090
H46 -0.567 0.680 10.966
H47 -0.015 -0.852 11.693
Br9 5.002 -0.288 -12.087
C25 3.290 -1.132 -11.681
C26 2.768 -0.689 -10.333
Br10 3.712 -1.588 -8.882
H48 3.441 -2.211 -11.756
H49 2.617 -0.806 -12.480
H50 1.720 -0.978 -10.213
H51 2.867 0.386 -10.161
Br11 -1.890 7.124 -5.811
C27 -0.145 7.772 -5.227
C28 -0.270 9.078 -4.477
Br12 -0.568 10.569 -5.699
H52 0.484 7.841 -6.118
H53 0.244 6.987 -4.571
H54 0.664 9.316 -3.961
H55 -1.092 9.088 -3.756
Br13 7.695 2.439 -13.624
C29 6.849 4.195 -13.537
C30 5.705 4.203 -12.550
Br14 4.127 3.327 -13.291
H56 6.547 4.455 -14.555
H57 7.642 4.876 -13.213
H58 5.388 5.228 -12.337
H59 5.939 3.696 -11.609
Br15 0.871 -6.962 7.801
C31 1.962 -8.519 7.362
C32 2.522 -8.417 5.962
Br16 1.160 -8.824 4.626
H60 1.337 -9.401 7.518
H61 2.770 -8.516 8.101
H62 3.306 -9.164 5.806
H63 2.918 -7.426 5.723
Br17 -3.035 -5.387 2.268
C33 -1.944 -6.943 1.829
C34 -1.384 -6.842 0.429
Br18 -2.746 -7.248 -0.907
H64 -2.569 -7.826 1.984
H65 -1.136 -6.941 2.568
H66 -0.601 -7.589 0.273
H67 -0.989 -5.851 0.190
Br19 4.883 1.179 -2.592
C35 5.293 2.927 -1.828
C36 4.469 4.015 -2.479
Br20 5.167 4.469 -4.242
H68 6.370 3.076 -1.932
H69 5.043 2.838 -0.766
H70 4.532 4.942 -1.901
H71 3.418 3.744 -2.611
Br21 1.981 3.127 10.808
C37 2.920 2.940 12.508
C38 4.095 1.999 12.382
Br22 3.509 0.139 12.344
H72 2.182 2.619 13.246
H73 3.260 3.951 12.756
H74 4.744 2.075 13.260
H75 4.691 2.165 11.480
Br23 3.992 -7.782 10.165
C39 4.403 -6.034 10.928
C40 3.579 -4.946 10.278
Br24 4.277 -4.492 8.515
H76 5.480 -5.885 10.824
H77 4.153 -6.123 11.990
H78 3.642 -4.020 10.856
H79 2.528 -5.217 10.146
Br25 8.832 4.718 -1.368
C41 9.923 3.162 -1.806
C42 10.483 3.264 -3.207
Br26 9.121 2.857 -4.542
H80 9.298 2.279 -1.651
H81 10.731 3.165 -1.068
H82 11.266 2.516 -3.363
H83 10.878 4.255 -3.445

Atoms 1-6, force components in eV/Å:
-0.42 -0.22 -0.10
-0.59 -0.13 0.14
-1.74 -0.21 -1.62
2.61 -1.70 1.65
-0.08 0.33 -1.22
-0.53 0.92 0.50

- total charge = +1
- frontier orbital gap (eV) = 6.76
- HOMO level (hartree) = -0.384
- total energy (eV) = -1957076.77777
- LUMO (eV) = -3.7